Here is a 5-piece molecular cluster, BrH8O4 overall in a non-equilibrium geometry from the Open Molecules 2025 dataset. Energies are from the ωB97M-V functional and the def2-TZVPD basis.

Structure (XYZ):
```
13
BrH8O4, DFT the ωB97M-V functional and the def2-TZVPD basis
Br -0.776 0.770 -0.302
O -1.611 -1.499 -3.014
H -1.015 -1.222 -2.318
H -2.028 -0.689 -3.309
O 1.644 -0.024 2.150
H 0.824 0.051 1.662
H 1.401 -0.470 2.961
O 0.346 3.606 0.695
H 0.012 2.798 0.306
H 1.085 3.853 0.139
O 0.183 -2.522 0.004
H -0.129 -1.640 0.207
H 0.063 -3.012 0.818
```

* ΔE to the lowest compared entry with this formula, charge and spin: 7.48 kcal per mole
* LUMO level: 0.1348 hartree
* DFT total energy: -2879.88465 Ha
* 2S+1: 1
* net charge: -1

Mulliken population analysis, charges in e, atoms 1 to 8:
1 Br -0.8425
2 O -0.6342
3 H 0.3029
4 H 0.3076
5 O -0.5888
6 H 0.2666
7 H 0.2820
8 O -0.5840

***

Here is a 3-piece molecular cluster, C19H42I2N2O7P2 overall in a non-equilibrium geometry from the Open Molecules 2025 dataset. Energies are from the ωB97M-V functional and the def2-TZVPD basis.

Structure (XYZ):
```
74
C19H42I2N2O7P2, DFT the ωB97M-V functional and the def2-TZVPD basis
C 4.926 0.249 -1.059
C 4.453 -0.406 -2.363
C 4.205 -1.898 -2.169
C 3.446 0.394 -3.219
C 1.986 0.725 -2.833
C 1.710 1.157 -1.390
P 2.623 2.659 -0.829
O 3.491 2.573 0.358
N 1.686 -0.004 -0.498
C 1.624 0.354 1.036
O 0.890 1.297 1.276
O 2.338 -0.401 1.706
C 0.369 -0.683 -0.761
C 0.154 -1.136 -2.207
I 0.855 -3.217 -2.303
C -1.380 -1.246 -2.467
C -2.328 -1.511 -1.297
C -2.212 -2.857 -0.589
I -3.613 -2.862 1.051
C 0.801 -0.205 -3.292
P 1.022 -0.939 -4.958
N -0.265 -1.486 -5.628
O 2.197 -2.005 -5.031
O 1.624 0.266 -5.836
H 5.030 1.320 -1.196
H 5.934 -0.117 -0.877
H 4.356 -0.013 -0.172
H 5.352 -0.381 -2.978
H 3.683 -2.375 -2.991
H 5.176 -2.386 -2.104
H 3.693 -2.159 -1.242
H 3.480 -0.041 -4.211
H 3.943 1.352 -3.368
H 1.785 1.654 -3.368
H 0.675 1.492 -1.447
H 3.385 3.069 -1.946
H 1.674 3.684 -0.657
H 2.404 -0.713 -0.650
H -0.376 0.006 -0.373
H 0.366 -1.546 -0.106
H -1.756 -0.373 -3.000
H -1.514 -2.068 -3.166
H -2.327 -0.735 -0.536
H -3.335 -1.472 -1.707
H -1.244 -3.069 -0.163
H -2.539 -3.672 -1.220
H -0.006 0.506 -3.480
H -1.053 -1.426 -4.995
H 3.014 -1.624 -5.377
H 0.882 0.717 -6.253
C 1.915 3.291 4.980
C 1.825 4.656 4.313
C 0.416 4.926 3.804
O 2.755 4.732 3.237
H 1.673 2.500 4.266
H 2.929 3.108 5.336
H 1.229 3.217 5.826
H 2.113 5.433 5.024
H 0.133 4.179 3.058
H 0.365 5.905 3.324
H -0.313 4.898 4.616
H 2.514 4.052 2.598
C -8.057 -1.326 4.413
C -7.140 -2.328 3.729
C -7.472 -3.754 4.143
O -5.778 -2.034 4.041
H -7.941 -1.380 5.499
H -7.805 -0.310 4.110
H -9.103 -1.514 4.167
H -7.233 -2.231 2.647
H -7.338 -3.880 5.221
H -6.804 -4.461 3.649
H -8.501 -4.012 3.890
H -5.668 -2.114 4.994
```

* LUMO level: -0.0130 hartree
* DFT total energy: -2663.46274 Ha
* 2S+1: 1
* net charge: 0

Mulliken population analysis, charges in e, atoms 1 to 8:
1 C -1.6895
2 C 0.4918
3 C -1.5074
4 C -1.7729
5 C -0.3277
6 C -0.5194
7 P 0.1468
8 O -0.6357

***

Here is C42H35N5O11S3SeW as an isolated structure from the Open Molecules 2025 dataset. Energies are from the ωB97M-V functional and the def2-TZVPD basis.

Structure (XYZ):
```
98
C42H35N5O11S3SeW, DFT the ωB97M-V functional and the def2-TZVPD basis
W -1.480 2.292 -1.175
O -4.004 4.949 1.016
S -3.902 4.076 -0.110
O -3.756 4.629 -1.416
O -2.736 3.077 0.183
C -5.356 3.058 -0.126
C -6.389 3.528 0.676
C -7.647 2.953 0.625
C -7.889 1.914 -0.252
C -6.862 1.428 -1.043
C -5.586 1.980 -0.987
S -4.362 1.001 -1.838
O -5.004 0.419 -2.976
O -3.268 1.955 -2.285
O -3.842 0.115 -0.823
H -6.191 4.367 1.328
H -8.436 3.332 1.261
H -8.873 1.468 -0.319
H -7.032 0.598 -1.715
C 3.593 -10.593 -1.283
O 3.023 -9.912 -0.178
C 2.568 -8.655 -0.384
C 2.618 -7.996 -1.605
C 2.120 -6.704 -1.705
C 1.572 -6.054 -0.608
C 1.530 -6.729 0.616
C 2.020 -8.010 0.728
C 1.040 -4.693 -0.691
N 0.517 -4.019 0.310
C 0.164 -2.806 -0.216
C 0.470 -2.745 -1.554
N 1.028 -3.962 -1.846
C 0.212 -1.607 -2.370
C 0.491 -1.499 -3.736
C 0.189 -0.334 -4.391
C -0.366 0.719 -3.677
N -0.625 0.640 -2.378
C -0.370 -0.508 -1.724
C -0.712 -0.559 -0.331
N -1.289 0.540 0.189
C -1.624 0.555 1.467
C -1.403 -0.536 2.304
C -0.810 -1.667 1.796
C -0.454 -1.693 0.445
H 3.896 -11.567 -0.911
H 4.469 -10.063 -1.665
H 2.866 -10.723 -2.088
H 3.037 -8.470 -2.480
H 2.174 -6.216 -2.671
H 1.108 -6.224 1.474
H 1.992 -8.540 1.671
H 1.387 -4.263 -2.734
H 0.939 -2.326 -4.274
H 0.382 -0.213 -5.447
H -0.586 1.662 -4.152
H -2.092 1.462 1.827
H -1.675 -0.463 3.347
H -0.596 -2.527 2.416
C 6.549 2.384 7.406
C 5.486 1.885 6.465
C 5.795 0.959 5.469
C 4.830 0.517 4.582
C 3.535 1.005 4.696
C 3.199 1.918 5.682
C 4.179 2.354 6.561
S 2.306 0.453 3.560
O 1.037 0.884 4.076
O 2.514 -0.932 3.250
N 2.712 1.286 2.200
C 2.289 2.692 2.136
C 2.363 3.188 0.690
C 1.396 2.403 -0.166
O 1.746 1.404 -0.781
O 0.176 2.870 -0.150
H 7.337 1.643 7.540
H 6.131 2.622 8.383
H 7.011 3.292 7.013
H 6.807 0.577 5.392
H 5.065 -0.206 3.812
H 2.179 2.269 5.759
H 3.921 3.065 7.337
H 2.468 0.744 1.374
H 2.956 3.281 2.766
H 1.270 2.812 2.512
H 3.369 3.036 0.301
H 2.114 4.245 0.660
Se -0.695 4.156 -2.615
C -1.839 4.467 -4.126
C -2.615 3.495 -4.738
C -3.393 3.828 -5.842
C -3.399 5.125 -6.333
C -2.619 6.096 -5.714
C -1.839 5.767 -4.617
H -2.661 2.491 -4.348
H -4.006 3.065 -6.304
H -4.010 5.380 -7.189
H -2.620 7.114 -6.082
H -1.236 6.525 -4.133
```

* ΔE to the lowest compared entry with this formula, charge and spin: 0.00 kcal per mole
* LUMO level (spin up / spin down): -0.0406 / -0.0410 hartree
* DFT total energy: -6386.18849 Ha
* 2S+1: 3
* net charge: 0

Mulliken population analysis, charges in e, atoms 1 to 8:
1 W 2.5224
2 O -0.7433
3 S 1.4639
4 O -0.6022
5 O -0.9139
6 C 0.1678
7 C -0.6064
8 C -0.6210